No. 1
42
Properties=species:S:1:pos:R:3 method="wB97M-V/def2-TZVPD" gap_ev=4.5 e_lumo_ev=-5.8 total_charge=+1 e_homo_ev=-10.32 e_tot_ha=-3553.1077
Sn -0.632 -0.457 -2.306
S -1.498 0.001 -0.091
C -0.296 -0.864 0.908
N -0.126 -0.578 2.166
N -0.757 0.403 2.728
C -0.504 0.787 4.089
C 0.421 0.118 4.873
C 0.645 0.553 6.173
C -0.043 1.643 6.684
C -0.964 2.304 5.888
C -1.199 1.876 4.587
N 0.488 -1.915 0.471
N 0.564 -2.138 -0.735
C 1.397 -3.284 -1.021
C 1.826 -3.493 -2.328
C 2.629 -4.585 -2.638
C 2.995 -5.477 -1.644
C 2.551 -5.279 -0.342
C 1.757 -4.188 -0.027
H -1.389 0.961 2.188
H 0.955 -0.729 4.460
H 1.370 0.035 6.794
H 0.137 1.977 7.700
H -1.506 3.160 6.279
H -1.921 2.389 3.955
H 1.551 -2.797 -3.101
H 2.968 -4.736 -3.657
H 3.616 -6.333 -1.885
H 2.826 -5.981 0.435
H 1.395 -4.029 0.982
Cl -0.671 6.062 -5.360
C -1.123 4.568 -4.728
C -2.484 4.019 -5.099
Cl -3.460 4.937 -6.119
C -2.934 2.844 -4.637
Cl -4.469 2.219 -5.010
C -2.078 2.060 -3.758
O -2.386 1.002 -3.307
C -0.669 2.607 -3.408
O 0.049 1.918 -2.758
C -0.280 3.911 -3.922
Cl 1.247 4.509 -3.478

=====

No. 2
46
Properties=species:S:1:pos:R:3 method="wB97M-V/def2-TZVPD" gap_ev="5.3 / 5.9" multiplicity=6 e_lumo_ev="-1.8 / -2.2" s2=8.789 total_charge=0 e_homo_ev="-7.16 / -8.12" e_tot_ha=-3661.2827
Ir 0.012 -0.031 0.262
O 3.612 -3.839 -5.220
N 3.842 -2.932 -4.453
O 4.826 -2.225 -4.500
C 2.747 -2.549 -3.505
C 1.600 -3.248 -3.644
C 0.474 -2.973 -2.806
C -0.725 -3.703 -2.870
C -1.729 -3.393 -1.991
C -1.541 -2.348 -1.079
N -0.435 -1.627 -1.033
C 0.581 -1.946 -1.871
C 1.806 -1.208 -1.735
N 1.809 -0.245 -0.772
C 2.929 0.413 -0.531
C 4.097 0.164 -1.255
C 4.106 -0.772 -2.252
C 2.927 -1.501 -2.522
H 1.536 -4.026 -4.390
H -0.834 -4.501 -3.592
H -2.662 -3.934 -1.982
H -2.302 -2.098 -0.358
H 2.910 1.143 0.264
H 4.988 0.722 -1.008
H 5.003 -0.960 -2.816
S 3.503 -0.118 2.852
Sb 1.313 0.089 3.352
S 0.645 1.783 1.431
S 0.890 -1.834 1.808
S 1.401 0.259 5.841
O -2.910 0.461 -1.138
C -2.994 0.393 0.073
N -1.946 0.156 0.919
S -2.367 0.143 2.514
O -1.813 1.283 3.190
O -2.118 -1.152 3.080
C -4.080 0.391 2.202
C -5.110 0.469 3.118
C -6.385 0.686 2.610
C -6.599 0.821 1.240
C -5.545 0.742 0.339
C -4.277 0.522 0.844
H -4.932 0.367 4.179
H -7.225 0.754 3.288
H -7.604 0.992 0.877
H -5.692 0.852 -0.727

=====

No. 3
39
Properties=species:S:1:pos:R:3 method="wB97M-V/def2-TZVPD" gap_ev="7.8 / 6.6" multiplicity=3 e_lumo_ev="-3.2 / -5.2" s2=2.040 total_charge=+1 e_homo_ev="-10.93 / -11.83" e_tot_ha=-1931.5600
Pd 0.681 -0.254 0.016
Cl -3.403 6.434 -0.002
C -2.354 5.084 0.009
C -0.990 5.305 0.055
C -0.108 4.238 0.065
I 1.918 4.577 0.132
C -0.561 2.871 0.031
O 0.275 1.959 0.041
C -2.015 2.658 -0.018
N -2.437 1.389 -0.051
C -3.735 1.169 -0.096
C -4.697 2.184 -0.110
C -4.273 3.489 -0.076
C -2.896 3.755 -0.028
H -0.623 6.318 0.082
H -4.050 0.132 -0.121
H -5.745 1.936 -0.146
H -4.978 4.305 -0.084
N -1.317 -1.319 0.081
C -1.170 -2.753 0.067
C -2.239 -3.605 0.102
C -2.052 -5.003 0.085
C -0.795 -5.530 0.033
C 0.334 -4.680 -0.005
C 1.661 -5.166 -0.060
C 2.701 -4.284 -0.094
C 2.420 -2.904 -0.073
N 1.203 -2.418 -0.022
C 0.148 -3.282 0.013
H -1.802 -0.990 0.917
H -1.850 -0.979 -0.720
H -3.240 -3.202 0.143
H -2.914 -5.651 0.114
H -0.644 -6.600 0.020
H 1.833 -6.234 -0.075
H 3.724 -4.615 -0.137
H 3.231 -2.186 -0.100
O 3.305 1.439 0.040
C 2.609 0.548 -0.016

=====

No. 4
41
Properties=species:S:1:pos:R:3 method="wB97M-V/def2-TZVPD" gap_ev=5.1 e_lumo_ev=4.2 total_charge=-2 e_homo_ev=-0.91 e_tot_ha=-4057.5790
O 1.727 3.090 -1.591
C 1.090 2.185 -1.322
Co 0.035 0.726 -0.961
C -0.272 0.405 0.797
O -0.519 0.142 1.876
C -1.592 1.026 -1.632
O -2.640 1.151 -2.057
C 0.181 -1.351 -1.391
C -1.257 -1.790 -1.325
C -1.860 -1.951 -0.081
C -3.213 -2.215 0.036
C -3.978 -2.370 -1.099
C -3.400 -2.239 -2.341
C -2.048 -1.980 -2.450
C 0.751 -0.435 -2.414
C 0.414 -0.593 -3.819
Co 2.213 -1.464 -1.380
C 2.599 -2.906 -2.406
O 2.834 -3.810 -3.059
C 2.098 -1.924 0.378
O 1.985 -2.210 1.473
C 3.445 -0.110 -1.472
O 4.211 0.729 -1.538
H -1.251 -1.831 0.804
H -3.685 -2.256 1.006
H -5.013 -2.639 -1.015
H -4.010 -2.308 -3.231
H -1.602 -1.927 -3.418
H 1.187 -0.511 -4.561
H -0.587 -0.395 -4.149
C -0.463 3.579 3.345
C 0.783 2.891 3.741
N 1.372 3.061 4.930
C 2.469 2.252 4.898
C 2.511 1.622 3.687
N 1.447 2.043 2.946
H -0.837 3.180 2.406
H -1.230 3.443 4.104
H -0.288 4.646 3.222
H 3.167 2.155 5.718
H 3.229 0.891 3.342

=====

No. 5
42
Properties=species:S:1:pos:R:3 method="wB97M-V/def2-TZVPD" gap_ev="4.0 / 6.8" multiplicity=2 e_lumo_ev="4.5 / 4.5" s2=0.777 total_charge=-2 e_homo_ev="0.58 / -2.33" e_tot_ha=-2585.5046
Hg 0.692 -0.193 -0.419
O -3.064 -1.837 -2.007
S -1.703 -2.088 -1.582
O -1.259 -1.007 -0.652
O -0.758 -2.366 -2.632
C -1.817 -3.562 -0.539
C -2.993 -4.286 -0.718
C -3.235 -5.457 -0.018
C -2.291 -5.916 0.885
C -1.117 -5.202 1.068
C -0.856 -4.027 0.370
S 0.750 -3.258 0.738
O 1.448 -4.268 1.515
O 1.343 -2.967 -0.556
O 0.424 -2.052 1.498
H -3.722 -3.897 -1.414
H -4.159 -6.000 -0.177
H -2.461 -6.828 1.446
H -0.359 -5.546 1.758
S 1.495 4.703 0.242
C -0.242 4.743 0.421
C -1.066 5.824 0.661
C -2.443 5.621 0.765
C -2.960 4.331 0.625
C -2.142 3.242 0.385
C -0.750 3.424 0.278
N 0.158 2.453 0.052
C 1.415 2.932 -0.002
C 2.583 2.165 -0.222
C 3.869 2.772 -0.242
C 5.012 2.028 -0.444
C 4.943 0.648 -0.635
C 3.685 0.032 -0.624
C 2.521 0.750 -0.428
H -0.649 6.820 0.766
H -3.104 6.459 0.954
H -4.031 4.177 0.706
H -2.546 2.243 0.273
H 3.955 3.843 -0.088
H 5.976 2.528 -0.449
H 5.841 0.062 -0.789
H 3.620 -1.041 -0.768

=====

No. 6
58
Properties=species:S:1:pos:R:3 method="wB97M-V/def2-TZVPD" gap_ev=7.5 e_lumo_ev=1.4 total_charge=-1 e_homo_ev=-6.08 e_tot_ha=-3827.5698
Ag -1.083 -0.220 -0.352
S 3.943 -3.498 4.952
N 4.166 -2.271 3.924
C 3.051 -2.155 3.227
C 2.814 -1.187 2.160
C 3.773 -0.264 1.751
C 3.469 0.600 0.723
C 2.208 0.506 0.135
N 1.292 -0.359 0.526
C 1.574 -1.198 1.521
C 0.506 -2.156 1.939
N -0.667 -2.072 1.317
C -1.640 -2.892 1.663
C -1.491 -3.870 2.647
C -0.285 -3.963 3.302
C 0.739 -3.085 2.952
C 2.043 -3.084 3.608
N 2.416 -3.888 4.588
H 4.737 -0.245 2.244
H 4.183 1.331 0.369
H 1.929 1.148 -0.695
H -2.586 -2.749 1.154
H -2.318 -4.522 2.891
H -0.117 -4.692 4.085
F -3.307 0.458 -5.321
C -2.940 0.751 -4.069
F -3.762 1.690 -3.598
F -1.701 1.230 -4.110
S -3.073 -0.743 -2.992
O -3.142 -0.214 -1.643
O -4.213 -1.437 -3.510
N -1.777 -1.569 -3.316
S -0.311 -1.541 -2.738
O -0.073 -2.564 -1.751
O 0.304 -0.238 -2.561
C 0.550 -2.170 -4.225
F 1.858 -2.259 -3.939
F 0.405 -1.340 -5.261
F 0.120 -3.378 -4.589
C 0.339 3.963 -2.780
N 0.303 3.904 -1.334
C 1.275 4.656 -0.579
C -0.461 2.961 -0.720
O -1.195 2.195 -1.314
H 0.497 4.997 -3.091
H -0.602 3.595 -3.178
H 1.143 3.343 -3.189
H 1.199 5.723 -0.803
H 2.300 4.335 -0.799
H 1.091 4.514 0.485
H -0.368 2.934 0.375
F -2.559 3.218 3.086
C -2.703 1.890 3.280
F -4.012 1.666 3.467
F -2.087 1.599 4.455
C -2.074 1.059 2.129
O -2.730 0.088 1.727
O -0.950 1.471 1.777

=====

No. 7
48
Properties=species:S:1:pos:R:3 method="wB97M-V/def2-TZVPD" gap_ev=7.2 e_lumo_ev=-0.8 total_charge=0 e_homo_ev=-7.93 e_tot_ha=-5787.6329
Pb 1.768 1.660 0.161
C 2.351 -2.924 -0.864
C 1.932 -3.103 -2.170
C 1.475 -2.009 -2.883
C 1.437 -0.763 -2.272
N 1.862 -0.593 -1.014
C 2.309 -1.648 -0.334
C 0.931 0.436 -3.001
C 0.049 0.323 -4.065
C -0.393 1.477 -4.689
C 0.056 2.704 -4.235
C 0.921 2.723 -3.155
N 1.353 1.618 -2.554
H 2.717 -3.744 -0.264
H 1.968 -4.079 -2.634
H 1.170 -2.117 -3.913
H 2.669 -1.452 0.668
H -0.324 -0.641 -4.376
H -1.098 1.416 -5.507
H -0.273 3.629 -4.685
H 1.271 3.661 -2.740
O -0.241 2.883 1.618
As -1.574 1.901 2.280
O -2.377 2.778 3.374
O -0.288 0.880 3.112
C -2.579 0.311 1.745
C -3.040 -0.557 2.715
C -3.781 -1.666 2.314
C -4.040 -1.904 0.973
C -3.560 -1.038 -0.005
C -2.843 0.065 0.406
S -2.034 1.246 -0.608
O -2.443 1.262 -1.979
O -2.344 2.469 0.174
O -0.623 0.880 -0.384
H -0.599 3.779 1.531
H -2.842 -0.369 3.763
H -4.163 -2.348 3.062
H -4.618 -2.771 0.685
H -3.751 -1.206 -1.056
O 3.785 -1.409 6.449
C 3.423 -0.998 5.385
S 1.739 -0.950 4.853
C 2.058 -0.217 3.288
C 3.336 0.082 2.955
S 4.025 0.715 1.482
S 4.528 -0.309 4.171
S 0.698 -0.085 2.225

=====

No. 8
44
Properties=species:S:1:pos:R:3 method="wB97M-V/def2-TZVPD" gap_ev=7.3 e_lumo_ev=1.7 total_charge=-1 e_homo_ev=-5.59 e_tot_ha=-2566.2342
Au -0.018 -2.344 -2.230
S -1.219 0.697 -0.901
P 0.661 0.837 -1.433
S 1.503 -0.675 -2.555
C 0.984 2.349 -2.404
C -0.064 3.128 -2.871
C 0.196 4.265 -3.627
C 1.503 4.625 -3.916
C 2.556 3.847 -3.449
C 2.297 2.713 -2.697
C 1.750 1.089 0.008
C 2.716 0.168 0.383
C 3.474 0.379 1.528
C 3.268 1.509 2.301
C 2.299 2.435 1.930
C 1.543 2.224 0.791
H -1.079 2.836 -2.632
H -0.626 4.869 -3.989
H 1.705 5.512 -4.504
H 3.579 4.125 -3.671
H 3.118 2.106 -2.334
H 2.868 -0.717 -0.222
H 4.219 -0.351 1.819
H 3.854 1.669 3.197
H 2.128 3.317 2.535
H 0.775 2.936 0.510
O -1.831 -5.666 -0.724
C -1.701 -4.457 -0.830
O -1.413 -3.832 -1.916
C -2.043 -3.630 0.417
C -1.341 -2.507 0.841
C -1.743 -1.856 1.994
C -2.844 -2.235 2.733
C -3.513 -3.360 2.290
C -3.123 -4.073 1.172
N -4.679 -3.824 3.063
O -5.293 -4.784 2.645
O -4.976 -3.204 4.067
N -0.943 -0.718 2.485
O 0.212 -0.652 2.130
O -1.475 0.040 3.276
H -0.486 -2.127 0.299
H -3.151 -1.696 3.614
H -3.647 -4.969 0.877

=====

No. 9
45
Properties=species:S:1:pos:R:3 method="wB97M-V/def2-TZVPD" gap_ev="5.7 / 7.4" multiplicity=5 e_lumo_ev="-0.8 / -1.3" s2=6.078 total_charge=0 e_homo_ev="-6.57 / -8.64" e_tot_ha=-3013.5900
Cr 0.026 -0.009 0.008
F -2.981 5.012 -1.660
C -3.285 3.947 -0.889
F -3.866 3.042 -1.653
F -4.199 4.378 0.007
C -2.052 3.461 -0.163
C -1.529 4.349 0.751
C -0.391 4.051 1.495
C 0.172 2.823 1.293
N -0.326 1.952 0.404
C -1.410 2.221 -0.378
S -1.767 0.962 -1.510
H -2.025 5.304 0.889
H 0.030 4.748 2.208
H 1.046 2.497 1.846
O 3.317 -2.680 -6.198
C 2.633 -3.586 -5.457
O 2.588 -4.723 -5.826
C 1.979 -3.102 -4.199
C 1.222 -4.016 -3.476
C 0.584 -3.655 -2.303
C 0.692 -2.351 -1.813
C 1.461 -1.441 -2.537
C 2.088 -1.807 -3.710
N 0.069 -1.914 -0.639
C -0.675 -2.718 0.146
C -1.294 -2.147 1.276
C -2.076 -2.868 2.197
C -2.636 -2.220 3.262
C -2.424 -0.840 3.437
C -1.649 -0.184 2.523
N -1.099 -0.801 1.460
H 3.252 -1.804 -5.804
H 1.144 -5.026 -3.859
H -0.004 -4.396 -1.775
H 1.591 -0.433 -2.181
H 2.677 -1.049 -4.215
H -0.790 -3.775 -0.054
H -2.219 -3.932 2.041
H -3.243 -2.769 3.971
H -2.853 -0.296 4.268
H -1.453 0.875 2.615
F 2.017 -0.968 2.195
B 1.784 -0.418 1.001
F 2.907 -0.012 0.345

=====

No. 10
40
Properties=species:S:1:pos:R:3 method="wB97M-V/def2-TZVPD" gap_ev="3.9 / 3.9" e_lumo_ev="-13.1 / -13.1" total_charge=+3 e_homo_ev="-16.99 / -16.99" e_tot_ha=-1902.2560
Pt 0.165 -0.052 -0.930
N -3.054 0.712 -0.478
C -2.850 -0.341 -1.334
C -3.957 -1.042 -1.825
C -3.775 -2.013 -2.783
C -2.487 -2.284 -3.254
C -1.439 -1.606 -2.690
N -1.614 -0.666 -1.735
C -2.257 1.804 -0.212
C -2.843 2.942 0.351
C -2.072 4.064 0.561
C -0.731 4.060 0.184
C -0.212 2.902 -0.343
N -0.955 1.795 -0.511
H -4.008 0.813 -0.171
H -4.948 -0.786 -1.476
H -4.626 -2.547 -3.184
H -2.306 -3.014 -4.028
H -0.418 -1.809 -2.991
H -3.897 2.942 0.594
H -2.512 4.947 1.005
H -0.107 4.932 0.308
H 0.823 2.845 -0.649
Cl 5.419 -1.430 3.485
C 4.478 -0.872 2.227
C 5.013 0.111 1.373
C 4.286 0.610 0.326
I 5.087 1.979 -1.009
C 2.894 0.185 0.121
O 2.185 0.661 -0.769
C 2.364 -0.854 1.007
N 1.112 -1.248 0.758
C 0.584 -2.239 1.473
C 1.306 -2.887 2.474
C 2.592 -2.467 2.760
C 3.145 -1.413 2.021
H 6.022 0.463 1.546
H -0.431 -2.535 1.244
H 0.855 -3.707 3.017
H 3.168 -2.953 3.537

=====

No. 11
45
Properties=species:S:1:pos:R:3 method="wB97M-V/def2-TZVPD" gap_ev=7.2 e_lumo_ev=-8.5 total_charge=+2 e_homo_ev=-15.61 e_tot_ha=-1927.9907
Mo 0.075 -1.070 -0.104
O 1.513 -4.619 5.324
C 0.622 -3.839 4.714
O -0.524 -3.785 5.027
C 1.118 -2.964 3.592
C 2.268 -2.211 3.482
N 2.170 -1.461 2.370
N 1.023 -1.690 1.741
C 0.360 -2.591 2.473
C -0.962 -2.945 1.927
O -1.875 -3.536 2.345
O -1.011 -2.305 0.620
H 2.378 -4.635 4.899
H 3.129 -2.126 4.127
H 2.822 -0.771 2.016
F 2.819 2.186 -0.782
C 3.503 1.061 -0.630
F 3.491 0.765 0.713
F 4.735 1.218 -1.010
C 2.823 -0.100 -1.393
O 3.239 -0.587 -2.375
O 1.652 -0.499 -0.782
Te -1.344 1.148 0.569
C -2.534 0.230 -0.884
C -3.916 0.306 -0.893
C -4.613 -0.378 -1.884
C -3.940 -1.125 -2.841
C -2.553 -1.202 -2.837
C -1.854 -0.514 -1.860
C -0.408 2.594 -0.642
C -0.163 2.387 -1.994
C 0.420 3.409 -2.728
C 0.747 4.612 -2.111
C 0.492 4.804 -0.761
C -0.091 3.791 -0.012
H -4.451 0.870 -0.141
H -5.694 -0.328 -1.905
H -4.498 -1.650 -3.604
H -2.031 -1.770 -3.596
H -0.743 -0.517 -1.955
H -0.442 1.467 -2.490
H 0.610 3.271 -3.784
H 1.194 5.407 -2.692
H 0.737 5.745 -0.289
H -0.294 3.949 1.041